C6H11ClSi | ωB97M-V with the def2-TZVPD basis set

Structure (XYZ):
```
19
Properties=species:S:1:pos:R:3:forces:R:3
C -1.282 -1.540 2.047 1.4 0.9 -0.1
C 2.164 1.592 0.690 -1.2 -1.1 -2.4
C -0.834 -0.298 1.704 -2.4 -1.7 1.7
C 0.895 1.298 1.022 0.2 1.4 1.7
C -0.023 -0.918 -2.780 0.5 -0.9 2.0
C 0.283 0.016 0.913 1.0 -0.1 -4.5
Si -0.761 0.319 -1.516 0.9 -1.5 2.5
Cl -2.726 0.231 -0.952 0.0 -0.1 -0.5
H -1.986 -1.668 2.835 -0.9 0.1 0.1
H -0.770 -2.464 1.784 0.1 0.3 -0.3
H 2.565 2.589 0.743 0.2 0.0 0.1
H 2.473 0.877 -0.146 0.7 1.0 1.5
H -1.479 0.539 2.090 1.0 -0.6 -0.4
H 0.264 1.981 1.600 0.4 0.3 -0.1
H 0.734 -1.595 -2.190 -1.2 1.5 -1.3
H -0.687 -1.588 -3.299 -0.7 -0.3 0.3
H 0.417 -0.385 -3.588 1.0 0.6 -0.4
H 1.080 -0.666 0.558 -1.0 -0.6 0.7
H -0.327 1.682 -1.514 0.2 0.8 -0.6
```
Forces are in eV/Å.

Properties
**LUMO**: 0.03 eV
**Maximum force**: 4.6 eV/Å
**Highest occupied orbital energy**: -7.1 eV
**Orbital gap**: 7.1 eV
**ΔE to the lowest compared entry with this formula, charge and spin**: 239.47 kJ/mol
**Charge**: 0

C6H11F6N3O12P2PdS2 | ωB97M-V with the def2-TZVPD basis set

Structure (XYZ):
```
43
Properties=species:S:1:pos:R:3:forces:R:3
Pd -0.982 1.639 -0.652 -0.3 0.1 -0.3
N 1.880 -1.119 1.388 0.1 0.0 -0.1
C 1.609 0.368 1.416 -0.1 0.1 0.0
C 2.531 1.010 2.454 0.0 0.0 0.0
P 2.046 0.952 -0.317 0.1 0.0 0.0
O 3.312 1.915 -0.088 0.0 0.0 0.0
O 2.438 -0.254 -1.073 0.0 0.0 0.0
O 0.983 1.926 -0.833 0.1 -0.1 0.1
P -0.143 0.558 2.059 0.0 0.1 0.0
O -0.937 -0.632 1.335 0.0 -0.1 0.0
O -0.114 0.379 3.518 0.1 0.0 0.0
O -0.677 1.832 1.408 0.0 -0.2 0.1
H 2.837 -1.299 1.081 0.0 0.0 0.0
H 1.273 -1.588 0.672 -0.1 0.0 0.1
H 1.720 -1.523 2.312 0.0 0.0 0.0
H 3.579 0.851 2.200 0.0 0.0 0.0
H 2.307 0.615 3.444 0.0 0.0 0.0
H 2.361 2.085 2.481 0.0 0.0 0.0
H 4.063 1.582 -0.596 0.0 0.0 0.0
H -1.254 -1.327 1.927 -0.1 0.1 0.0
O -2.923 1.424 -1.039 0.1 0.1 0.0
O -2.528 1.546 -2.216 0.0 0.0 0.1
C -0.797 6.383 -0.564 0.0 0.0 0.0
C -1.009 4.946 -0.611 0.0 0.0 0.1
N -1.179 3.818 -0.639 0.0 0.0 0.0
H 0.271 6.586 -0.506 0.0 0.0 0.0
H -1.292 6.796 0.313 0.0 0.0 0.0
H -1.204 6.842 -1.462 0.0 0.0 0.0
F -0.924 -2.683 -3.882 0.0 0.0 0.0
C 0.057 -2.260 -3.094 0.0 0.0 0.0
F 0.603 -1.177 -3.632 0.0 0.0 0.0
F 0.975 -3.204 -2.986 0.0 0.0 0.0
S -0.629 -1.842 -1.397 -0.1 0.0 -0.1
O -0.761 -0.391 -1.489 0.2 -0.2 0.0
O 0.339 -2.378 -0.469 0.1 0.0 -0.1
N -2.054 -2.435 -1.284 0.0 0.1 0.1
S -2.331 -3.986 -1.024 0.0 -0.1 -0.1
O -3.720 -4.227 -1.230 0.0 0.0 0.0
O -1.338 -4.843 -1.598 0.0 0.0 0.0
C -2.126 -4.184 0.815 -0.1 0.0 0.0
F -0.860 -4.405 1.164 0.0 0.0 0.0
F -2.858 -5.214 1.222 0.0 0.0 0.0
F -2.545 -3.086 1.471 0.0 0.0 0.0
```
Forces are in eV/Å.

Properties
**<S²>**: 2.11
**LUMO (spin up / spin down)**: -2.45 / -2.48 eV
**Maximum force**: 0.4 eV/Å
**Highest occupied orbital energy (spin up / spin down)**: -10.3 / -10.4 eV
**Orbital gap (spin up / spin down)**: 7.9 / 7.9 eV
**ΔE to the lowest compared entry with this formula, charge and spin**: 143.73 kJ/mol
**Charge**: 0
**Multiplicity**: 3

C6H11FN2OS | ωB97M-V with the def2-TZVPD basis set

Structure (XYZ):
```
22
Properties=species:S:1:pos:R:3:forces:R:3
C -0.746 2.751 0.199 0.0 0.1 0.0
C -0.399 1.381 -0.388 0.0 0.1 -0.4
C -3.213 -0.939 0.877 -0.1 0.1 0.0
C 3.161 -2.066 -0.971 -0.1 -0.5 0.0
C 1.667 -2.072 -0.859 0.5 0.3 0.1
C 0.956 -1.032 -0.446 3.5 -2.3 -2.2
H -1.088 1.982 2.085 0.0 0.0 -0.1
H -1.255 3.700 1.913 0.0 0.0 0.0
H -0.862 1.327 -1.376 0.1 0.0 0.1
H 0.686 1.345 -0.531 -0.5 0.4 0.0
H -4.295 -0.884 0.762 0.1 -0.1 -0.1
H -2.802 -1.801 1.415 0.0 0.2 0.1
H 3.599 -2.843 -0.331 0.0 0.1 -0.1
H 3.472 -2.266 -2.005 0.0 0.1 0.1
H 1.184 -3.006 -1.144 0.0 0.1 -0.1
H -0.130 -1.082 -0.384 2.3 -1.9 -2.3
H 1.439 -0.101 -0.162 0.3 -0.6 0.0
N -0.958 2.815 1.537 0.0 0.1 -0.1
N -2.523 0.000 0.373 -0.1 0.7 0.8
O -0.756 3.727 -0.530 0.0 -0.4 0.3
F 3.685 -0.845 -0.590 0.1 0.1 0.0
S -0.823 -0.090 0.556 -6.1 3.6 4.0
```
Forces are in eV/Å.

Properties
**LUMO**: 0.55 eV
**Maximum force**: 8.1 eV/Å
**Highest occupied orbital energy**: -7.8 eV
**Orbital gap**: 8.3 eV
**Charge**: 0

C6H11IN | ωB97M-V with the def2-TZVPD basis set

Structure (XYZ):
```
19
Properties=species:S:1:pos:R:3:forces:R:3
C -0.208 0.452 0.153 -1.2 -2.1 -2.0
C 0.024 -1.014 -0.384 2.4 0.9 -0.5
C 0.837 0.617 1.182 0.9 1.3 -3.1
C 1.359 -1.573 0.292 -0.5 1.9 -2.9
C -1.227 1.230 -0.262 1.3 -1.5 0.8
C -2.378 0.734 -1.068 -3.1 0.4 -2.2
N 1.952 -0.167 0.534 1.1 -2.9 3.7
I -1.233 3.099 0.562 -0.4 1.0 0.2
H -0.723 -1.693 -0.277 -2.6 -1.8 1.2
H 0.141 -1.117 -1.455 0.3 0.8 -0.6
H 1.180 1.607 1.255 0.3 1.3 0.5
H 0.403 0.260 2.046 0.2 -1.3 2.3
H 2.124 -2.021 -0.455 -1.7 0.0 1.6
H 1.049 -2.113 1.189 1.1 0.2 0.1
H -2.965 -0.112 -0.572 0.9 1.3 -0.2
H -2.205 0.293 -2.129 0.5 0.9 1.7
H -3.173 1.615 -1.292 1.9 -2.1 0.7
H 2.173 0.208 -0.353 0.1 0.8 -1.3
H 2.870 -0.306 1.035 -1.2 0.7 -0.1
```
Forces are in eV/Å.

Properties
**LUMO**: -3.40 eV
**Maximum force**: 4.8 eV/Å
**Highest occupied orbital energy**: -12.3 eV
**Orbital gap**: 8.9 eV
**ΔE to the lowest compared entry with this formula, charge and spin**: 123.35 kJ/mol
**Charge**: +1

C6H11N | ωB97M-V with the def2-TZVPD basis set

Structure (XYZ):
```
18
Properties=species:S:1:pos:R:3:forces:R:3
C 0.309 3.731 -0.512 0.7 0.2 0.6
C -0.113 2.474 -0.608 -0.6 0.4 0.0
N 0.664 1.328 -0.780 -0.5 0.4 0.3
C -0.034 0.045 -0.897 1.6 0.1 0.0
C -0.413 -3.176 1.165 0.5 0.3 0.6
C 0.345 -2.106 0.431 1.1 0.0 -0.8
C 0.004 -0.817 0.329 -1.8 -0.8 0.7
H 1.350 4.033 -0.550 0.1 -0.3 -0.1
H -0.347 4.511 -0.160 -0.4 0.0 -0.3
H -1.193 2.337 -0.532 0.1 -0.3 -0.1
H 1.365 1.300 -0.054 0.3 -0.2 -0.3
H -1.087 0.194 -1.140 0.0 0.2 0.0
H 0.400 -0.485 -1.745 0.0 -0.2 0.0
H -0.145 -3.155 2.225 -0.5 -0.1 0.1
H -1.479 -3.065 0.982 -0.1 0.2 0.4
H -0.171 -4.173 0.803 0.3 0.1 -0.1
H 1.259 -2.448 -0.061 -0.5 -0.1 -0.7
H -0.714 -0.529 1.105 -0.3 0.2 -0.3
```
Forces are in eV/Å.

Properties
**LUMO**: 1.03 eV
**Maximum force**: 2.1 eV/Å
**Highest occupied orbital energy**: -8.1 eV
**Orbital gap**: 9.1 eV
**ΔE to the lowest compared entry with this formula, charge and spin**: 229.90 kJ/mol
**Charge**: 0

C6H11N | ωB97M-V with the def2-TZVPD basis set

Structure (XYZ):
```
18
Properties=species:S:1:pos:R:3:forces:R:3
C 0.427 0.026 0.138 0.8 0.0 -0.1
C 1.383 0.950 0.044 0.2 -0.1 -0.1
C -1.878 -0.079 -0.210 -0.3 -0.4 -0.2
C 0.737 -1.447 0.161 -0.1 0.2 0.0
C 2.837 0.635 -0.086 -0.1 -0.1 -0.1
C -3.241 0.471 0.029 -0.1 0.0 0.0
N -0.865 0.499 0.257 -0.8 0.5 0.2
H 1.091 1.990 0.034 -0.2 0.1 0.1
H -1.847 -1.009 -0.804 0.2 0.1 0.2
H 1.358 -1.679 1.027 0.0 -0.1 0.0
H 1.291 -1.731 -0.734 0.0 -0.1 0.0
H -0.170 -2.043 0.219 0.0 -0.1 0.0
H 3.031 0.033 -0.978 0.1 0.0 0.0
H 3.185 0.057 0.772 0.1 0.0 0.0
H 3.425 1.545 -0.152 0.1 0.0 0.0
H -3.791 0.575 -0.908 0.0 0.0 0.0
H -3.173 1.432 0.530 0.0 0.0 0.0
H -3.800 -0.225 0.662 -0.1 0.0 0.0
```
Forces are in eV/Å.

Properties
**LUMO**: 1.08 eV
**Maximum force**: 1.0 eV/Å
**Highest occupied orbital energy**: -8.2 eV
**Orbital gap**: 9.3 eV
**ΔE to the lowest compared entry with this formula, charge and spin**: 100.33 kJ/mol
**Charge**: 0

C6H11N | ωB97M-V with the def2-TZVPD basis set

Structure (XYZ):
```
18
Properties=species:S:1:pos:R:3:forces:R:3
C 1.746 1.376 0.016 -0.1 -0.6 -0.1
C 0.551 1.467 -0.943 0.3 -0.7 1.1
C 0.147 0.061 -1.447 -0.2 0.1 -0.4
C -0.183 -0.962 -0.407 0.5 1.0 1.1
C -1.396 -1.406 -0.102 -1.0 -0.1 -0.1
N -1.759 -2.037 1.103 1.2 -0.5 -0.2
C -1.434 -1.445 2.167 -1.2 0.4 1.3
H 1.983 2.304 0.533 -0.1 0.0 0.0
H 2.659 0.988 -0.444 0.0 0.3 -0.3
H 1.484 0.595 0.731 0.1 0.4 0.5
H 0.769 2.112 -1.790 -0.2 0.1 -0.1
H -0.291 1.846 -0.361 -0.1 0.4 -0.2
H 1.007 -0.259 -2.042 -0.4 -0.3 -0.5
H -0.788 0.213 -1.988 0.4 -0.2 -0.8
H 0.604 -1.174 0.311 -0.1 -0.2 0.1
H -2.240 -1.410 -0.789 0.2 0.5 -0.2
H -1.233 -0.380 2.305 0.7 0.1 -0.8
H -1.627 -1.888 3.147 0.0 -0.5 -0.3
```
Forces are in eV/Å.

Properties
**LUMO**: 0.93 eV
**Maximum force**: 1.9 eV/Å
**Highest occupied orbital energy**: -8.8 eV
**Orbital gap**: 9.7 eV
**ΔE to the lowest compared entry with this formula, charge and spin**: 178.13 kJ/mol
**Charge**: 0

C6H11N | ωB97M-V with the def2-TZVPD basis set

Structure (XYZ):
```
18
Properties=species:S:1:pos:R:3:forces:R:3
C -2.482 -0.064 -0.920 0.0 0.0 -0.1
C -1.181 0.516 -0.359 0.0 0.1 0.1
C 0.116 -0.286 -0.617 0.0 0.0 0.0
C 1.109 -0.364 0.599 0.0 0.0 0.0
C 2.556 0.030 0.258 0.0 0.0 -0.1
C 0.641 0.459 1.725 -0.4 0.6 0.7
N 0.221 1.116 2.579 0.6 -0.6 -0.7
H -3.325 0.326 -0.337 0.1 -0.1 -0.2
H -2.663 0.198 -1.967 0.1 -0.1 0.1
H -2.510 -1.156 -0.833 0.0 0.1 0.0
H -1.050 1.542 -0.723 0.0 -0.1 0.1
H -1.323 0.613 0.718 0.0 0.0 -0.1
H -0.136 -1.314 -0.904 0.0 0.2 0.1
H 0.663 0.139 -1.467 -0.1 -0.1 0.1
H 1.124 -1.396 0.975 0.0 0.2 0.0
H 2.966 -0.644 -0.500 -0.1 0.1 0.1
H 2.597 1.054 -0.125 0.0 -0.1 0.0
H 3.197 -0.024 1.145 -0.1 0.0 -0.2
```
Forces are in eV/Å.

Properties
**LUMO**: 0.96 eV
**Maximum force**: 1.1 eV/Å
**Highest occupied orbital energy**: -11.2 eV
**Orbital gap**: 12.1 eV
**ΔE to the lowest compared entry with this formula, charge and spin**: 43.95 kJ/mol
**Charge**: 0

C6H11N | ωB97M-V with the def2-TZVPD basis set

Structure (XYZ):
```
18
Properties=species:S:1:pos:R:3:forces:R:3
C 1.218 1.543 2.224 -1.3 0.8 0.9
C 0.101 1.131 1.611 0.7 -1.0 -1.4
N -0.655 1.627 0.468 -0.5 -1.0 -0.3
C -1.350 0.438 -0.424 1.3 2.7 2.0
C 1.075 -2.305 -1.700 0.3 -1.1 0.5
C -0.254 -1.691 -1.368 -0.8 0.4 0.0
C -0.308 -0.478 -0.838 3.1 -0.8 0.9
H 1.605 2.528 2.108 0.5 0.7 -0.3
H 1.518 1.023 3.152 0.0 0.0 -0.9
H -0.026 0.099 1.851 -1.1 -0.9 0.2
H -1.396 2.251 0.819 0.5 -0.4 -0.4
H -2.016 0.004 0.268 -1.3 -0.7 0.4
H -1.837 0.897 -1.278 -0.2 0.3 0.2
H 1.969 -1.673 -1.821 -0.8 0.5 0.3
H 1.333 -2.988 -0.858 -0.1 -0.1 -0.9
H 1.012 -2.826 -2.659 0.0 -0.4 0.3
H -1.180 -2.286 -1.456 0.6 0.2 -0.6
H 0.712 -0.248 -0.427 -0.8 0.8 -0.9
```
Forces are in eV/Å.

Properties
**LUMO**: 1.12 eV
**Maximum force**: 3.6 eV/Å
**Highest occupied orbital energy**: -8.6 eV
**Orbital gap**: 9.8 eV
**ΔE to the lowest compared entry with this formula, charge and spin**: 292.28 kJ/mol
**Charge**: 0

C6H11N | ωB97M-V with the def2-TZVPD basis set

Structure (XYZ):
```
18
Properties=species:S:1:pos:R:3:forces:R:3
C -0.414 1.740 -1.127 0.0 0.0 -0.1
C -0.108 1.125 0.231 0.0 -0.1 0.0
C -0.035 -0.434 0.275 -0.1 -0.1 -0.1
C 0.319 -0.816 1.734 0.0 -0.1 0.0
C 0.867 -1.129 -0.798 0.1 0.3 0.3
C -1.345 -1.001 -0.082 -0.9 -0.4 -0.3
N -2.271 -1.542 -0.516 0.5 0.5 0.5
H 0.403 1.570 -1.835 -0.1 0.0 0.0
H -0.560 2.823 -1.041 0.0 -0.2 0.0
H -1.332 1.313 -1.544 0.1 0.1 0.0
H -0.892 1.422 0.943 0.1 -0.1 -0.1
H 0.821 1.552 0.637 -0.1 -0.3 -0.2
H -0.483 -0.484 2.405 0.1 -0.1 -0.2
H 0.441 -1.894 1.866 0.0 0.1 -0.1
H 1.238 -0.319 2.072 -0.1 -0.1 -0.3
H 0.848 -2.226 -0.693 0.1 0.5 0.3
H 0.529 -0.947 -1.831 0.1 0.3 0.5
H 1.877 -0.753 -0.656 0.3 -0.1 -0.2
```
Forces are in eV/Å.

Properties
**LUMO**: 0.80 eV
**Maximum force**: 1.1 eV/Å
**Highest occupied orbital energy**: -11.3 eV
**Orbital gap**: 12.1 eV
**ΔE to the lowest compared entry with this formula, charge and spin**: 19.21 kJ/mol
**Charge**: 0

C6H11N | ωB97M-V with the def2-TZVPD basis set

Structure (XYZ):
```
18
Properties=species:S:1:pos:R:3:forces:R:3
C 0.499 1.283 -0.561 0.1 2.3 0.1
C 0.155 2.220 -1.493 -0.1 -2.9 -1.2
N 0.680 3.392 -2.042 1.3 1.0 1.9
C -0.393 0.042 -0.509 1.8 0.1 1.4
C 0.248 -1.054 0.369 -1.3 0.4 0.2
C -0.554 -1.576 1.327 0.6 -0.2 -1.3
C -0.547 -2.884 2.071 1.0 1.5 1.8
H 1.303 1.459 0.246 -1.3 -0.3 -1.4
H -0.608 1.824 -2.200 0.1 0.3 0.6
H 1.144 3.247 -2.921 -0.4 -0.3 -0.6
H 1.446 3.727 -1.449 -0.4 0.2 0.0
H -1.393 0.283 -0.124 0.2 -0.2 -0.3
H -0.428 -0.378 -1.519 -0.4 0.1 0.1
H 1.300 -1.265 0.129 -0.7 -0.8 0.0
H -1.312 -0.878 1.635 -1.0 -0.2 -0.4
H 0.488 -3.220 2.107 -0.1 -0.6 -0.1
H -1.249 -3.693 1.823 0.2 0.6 -0.4
H -0.779 -2.530 3.110 0.1 -0.9 -0.5
```
Forces are in eV/Å.

Properties
**LUMO**: 1.17 eV
**Maximum force**: 3.2 eV/Å
**Highest occupied orbital energy**: -8.4 eV
**Orbital gap**: 9.6 eV
**ΔE to the lowest compared entry with this formula, charge and spin**: 241.81 kJ/mol
**Charge**: 0

C6H11N | ωB97M-V with the def2-TZVPD basis set

Structure (XYZ):
```
18
Properties=species:S:1:pos:R:3:forces:R:3
C -2.021 1.259 -1.482 0.2 -1.0 0.3
N -0.606 0.964 -1.308 0.2 -0.3 0.1
C -0.065 0.352 -0.170 -0.2 0.4 -0.6
C 1.005 -0.454 -0.291 0.3 -0.5 0.6
C 1.693 -1.032 0.872 0.0 0.3 -0.4
C 2.328 -2.197 0.964 0.6 0.0 0.5
C -0.701 0.736 1.127 -0.3 -0.1 0.0
H -2.599 1.013 -0.598 0.2 0.8 0.6
H -2.487 0.526 -2.132 0.1 0.2 -0.9
H -2.146 2.277 -1.826 -0.4 0.1 0.0
H -0.182 0.580 -2.139 -0.1 0.2 -0.1
H 1.376 -0.779 -1.260 -0.2 0.2 -0.1
H 1.754 -0.378 1.739 -0.4 -0.3 0.2
H 2.730 -2.478 1.928 0.2 0.1 0.1
H 2.603 -2.895 0.188 -0.6 0.0 -0.5
H -1.757 0.461 1.170 0.0 -0.2 -0.1
H -0.224 0.231 1.954 0.1 0.1 0.2
H -0.702 1.815 1.264 0.3 0.1 0.1
```
Forces are in eV/Å.

Properties
**LUMO**: 1.02 eV
**Maximum force**: 1.1 eV/Å
**Highest occupied orbital energy**: -7.5 eV
**Orbital gap**: 8.5 eV
**ΔE to the lowest compared entry with this formula, charge and spin**: 150.28 kJ/mol
**Charge**: 0